# C5H9NO

An isolated molecule of C5H9NO (ωB97M-V/def2-TZVPD, the Open Molecules 2025 dataset).

Structure (XYZ):
```
16
Properties=species:S:1:pos:R:3:nbo_charge:R:1
C -1.3645 -1.3520 0.0898 -0.669
C -0.2975 -0.4145 0.6087 -0.270
C 0.8631 -0.1038 -0.2737 0.039
O 0.5607 -0.2105 -1.6558 -0.716
C 1.3759 1.3532 -0.0693 -0.506
C 0.2001 2.2236 0.2637 0.248
N -0.8156 1.6926 0.6766 -0.584
H -0.9815 -2.3716 -0.0879 0.207
H -2.1854 -1.4593 0.8084 0.220
H -1.7898 -0.9900 -0.8536 0.219
H 0.0028 -0.6173 1.6404 0.196
H -1.5400 1.0122 0.8714 0.475
H 1.7218 -0.7501 -0.0158 0.187
H 0.2712 -1.1163 -1.8219 0.467
H 1.9115 1.6872 -0.9613 0.249
H 2.0674 1.4166 0.7803 0.239
```

Calculated values
- maximum force (eV/Å) = 0.6
- energy relative to the best compared isomer or geometry (same formula, charge and spin) (eV) = 5.244
- HOMO level (alpha / beta) (eV) = -7.167 / -7.162